The following is a DFT calculation (wB97M-V/def2-TZVPD) of C18H28MnN5O7PS as an isolated structure at a distorted geometry.

Cartesian coordinates (Å):
Mn1 0.311 0.957 0.188
N1 3.698 -0.936 -2.188
C1 2.751 -0.378 -1.313
S1 2.014 1.097 -1.801
N2 2.578 -1.059 -0.221
N3 1.560 -0.613 0.619
C2 1.606 -1.203 1.763
C3 0.632 -1.133 2.825
C4 0.854 -1.917 3.964
C5 -0.018 -1.936 5.034
C6 -1.157 -1.118 4.979
C7 -1.408 -0.331 3.882
C8 -0.546 -0.318 2.743
O1 -0.853 0.367 1.716
H1 4.105 -0.225 -2.775
H2 4.389 -1.482 -1.691
H3 2.490 -1.817 1.940
H4 1.745 -2.540 3.985
H5 0.184 -2.555 5.899
H6 -1.855 -1.111 5.811
H7 -2.284 0.306 3.841
N4 -0.819 -0.188 -1.505
C9 -2.106 0.483 -1.704
C10 -2.064 1.963 -1.309
O2 -2.957 2.716 -1.766
N5 -1.097 2.243 -0.473
C11 -1.016 3.587 0.049
C12 0.271 3.777 0.858
O3 0.483 4.897 1.348
O4 1.037 2.762 0.966
H8 -0.160 0.011 -2.249
H9 -0.914 -1.189 -1.397
H10 -2.844 0.007 -1.051
H11 -2.481 0.418 -2.731
H12 -1.859 3.803 0.717
H13 -1.056 4.340 -0.744
C13 -2.475 -5.653 -2.340
C14 -1.701 -4.420 -1.920
O5 -0.995 -4.717 -0.725
P1 -0.418 -3.381 0.127
O6 -1.778 -2.807 0.759
C15 -2.323 -3.081 2.056
C16 -3.180 -4.332 2.030
O7 0.108 -4.277 1.389
C17 1.178 -5.203 1.217
C18 2.453 -4.580 0.673
H14 -3.050 -5.453 -3.246
H15 -3.159 -5.950 -1.544
H16 -1.791 -6.482 -2.531
H17 -2.392 -3.586 -1.760
H18 -1.002 -4.122 -2.710
H19 -2.906 -2.199 2.316
H20 -1.514 -3.175 2.781
H21 -3.948 -4.253 1.258
H22 -3.671 -4.466 2.997
H23 -2.565 -5.207 1.819
H24 0.836 -6.012 0.565
H25 1.356 -5.619 2.211
H26 2.263 -3.988 -0.223
H27 3.168 -5.370 0.429
H28 2.903 -3.907 1.401

The expectation value of S² is 1.054. As for the multiplicity: 2. The orbital gap (spin up / spin down) is 5.3 / 4.9 eV. The energy above the lowest of the compared OMol25 structures with the same formula, charge and spin is 14.3 kcal/mol. As for the charge: -2. As for the HOMO energy (spin up / spin down): -1.02 / -0.69 eV.

The following is a DFT calculation (wB97M-V/def2-TZVPD) of a 16-piece molecular cluster, C45H129N7O24 overall at a distorted geometry.

Cartesian coordinates (Å):
C1 3.073 -4.900 5.755
C2 2.832 -3.744 4.752
C3 1.339 -3.873 4.216
O1 1.251 -5.074 3.481
C4 -0.061 -5.306 3.097
N1 3.137 -2.453 5.363
H1 2.482 -4.624 6.615
H2 4.120 -4.824 5.999
H3 2.838 -5.826 5.261
H4 3.473 -3.837 3.836
H5 1.015 -3.035 3.558
H6 0.640 -3.959 5.066
H7 -0.438 -4.432 2.515
H8 -0.744 -5.553 3.945
H9 -0.069 -6.148 2.367
H10 2.431 -2.307 6.084
H11 3.040 -1.651 4.769
C5 0.336 -2.269 -4.290
C6 -0.806 -2.855 -3.438
C7 -0.293 -3.645 -2.200
O2 -1.345 -4.283 -1.485
C8 -1.049 -4.727 -0.154
N2 -1.671 -1.737 -3.081
H12 -0.123 -1.693 -5.096
H13 0.988 -2.991 -4.797
H14 0.920 -1.546 -3.709
H15 -1.385 -3.494 -4.100
H16 0.212 -2.902 -1.593
H17 0.473 -4.326 -2.608
H18 -0.228 -5.449 -0.199
H19 -1.947 -5.199 0.258
H20 -0.680 -3.900 0.434
H21 -1.005 -1.047 -2.727
H22 -2.202 -1.976 -2.250
C9 -1.748 -1.633 2.385
C10 -3.257 -1.885 2.430
C11 -4.022 -0.869 1.615
O3 -3.696 -1.090 0.260
C12 -4.482 -0.331 -0.633
N3 -3.560 -3.280 2.180
H23 -1.359 -1.740 1.363
H24 -1.269 -2.365 3.046
H25 -1.548 -0.628 2.790
H26 -3.527 -1.688 3.495
H27 -3.875 0.155 1.953
H28 -5.107 -1.102 1.720
H29 -4.536 0.707 -0.309
H30 -5.517 -0.759 -0.615
H31 -4.093 -0.442 -1.636
H32 -4.561 -3.428 2.329
H33 -3.376 -3.374 1.177
C13 2.717 -5.855 -0.068
C14 2.856 -6.943 -1.114
C15 1.581 -7.435 -1.717
O4 0.673 -7.913 -0.720
C16 -0.658 -8.227 -1.126
N4 3.721 -6.396 -2.170
H34 2.399 -4.886 -0.430
H35 3.664 -5.708 0.482
H36 2.075 -6.117 0.796
H37 3.363 -7.771 -0.628
H38 1.772 -8.209 -2.483
H39 1.123 -6.593 -2.235
H40 -1.149 -8.588 -0.229
H41 -0.621 -8.983 -1.934
H42 -1.087 -7.306 -1.513
H43 3.560 -6.895 -3.026
H44 3.543 -5.426 -2.314
C17 -1.173 0.592 6.363
C18 0.234 0.028 5.851
C19 0.743 0.878 4.651
O5 1.983 0.453 4.149
C20 2.438 1.144 2.956
N5 1.198 -0.013 6.985
H45 -1.461 -0.043 7.226
H46 -1.944 0.630 5.604
H47 -1.105 1.627 6.772
H48 0.030 -1.007 5.527
H49 0.791 1.921 5.030
H50 -0.019 0.837 3.863
H51 2.680 2.185 3.134
H52 1.647 1.074 2.226
H53 3.255 0.554 2.546
H54 2.149 -0.091 6.689
H55 1.135 0.923 7.385
C21 0.581 5.294 -3.431
C22 1.837 4.898 -2.640
C23 2.354 6.203 -1.988
O6 3.632 6.050 -1.386
C24 4.229 7.221 -0.744
N6 1.516 3.762 -1.798
H56 0.788 6.150 -4.093
H57 -0.246 5.648 -2.772
H58 0.253 4.397 -3.979
H59 2.593 4.544 -3.368
H60 1.593 6.533 -1.250
H61 2.411 6.918 -2.831
H62 4.512 7.896 -1.549
H63 5.132 6.854 -0.249
H64 3.611 7.715 0.044
H65 0.600 3.847 -1.375
H66 2.223 3.640 -1.068
C25 -3.989 3.310 3.757
C26 -4.892 4.556 3.611
C27 -4.165 5.883 3.361
O7 -3.195 6.169 4.379
C28 -2.737 7.510 4.423
N7 -5.839 4.349 2.445
H67 -3.145 3.593 4.408
H68 -3.555 2.843 2.835
H69 -4.413 2.469 4.296
H70 -5.403 4.681 4.578
H71 -4.974 6.625 3.358
H72 -3.714 5.889 2.357
H73 -1.966 7.476 5.214
H74 -3.568 8.194 4.628
H75 -2.306 7.776 3.465
H76 -6.726 4.820 2.624
H77 -6.102 3.379 2.502
C29 -0.768 5.347 1.609
C30 0.573 4.893 2.263
O8 0.770 5.594 3.517
O9 -0.641 5.078 0.191
H78 -0.841 6.425 1.734
H79 -1.557 4.851 2.178
H80 1.429 5.067 1.587
H81 0.547 3.824 2.460
H82 0.778 6.518 3.265
H83 -1.532 4.945 -0.158
C31 -4.473 -3.407 -4.836
C32 -4.509 -3.564 -3.353
O10 -5.710 -4.272 -3.016
O11 -4.294 -4.706 -5.476
H84 -3.663 -2.757 -5.104
H85 -5.448 -2.971 -5.095
H86 -4.614 -2.649 -2.773
H87 -3.558 -4.058 -3.103
H88 -5.679 -5.169 -3.362
H89 -5.132 -5.169 -5.631
C33 3.994 -2.178 -2.798
C34 5.365 -2.140 -2.108
O12 6.376 -2.491 -3.027
O13 3.635 -3.557 -3.105
H90 4.116 -1.559 -3.693
H91 3.167 -1.813 -2.167
H92 5.445 -2.849 -1.270
H93 5.591 -1.107 -1.723
H94 6.774 -3.322 -2.718
H95 4.062 -3.867 -3.926
C35 2.515 0.938 -4.929
C36 2.472 1.068 -3.406
O14 3.796 0.997 -2.861
O15 3.118 2.035 -5.598
H96 1.508 0.955 -5.236
H97 2.999 -0.015 -5.172
H98 1.900 0.283 -2.916
H99 2.040 2.044 -3.056
H100 4.084 1.835 -2.451
H101 3.993 2.147 -5.192
C37 -4.110 3.188 -1.877
C38 -4.185 4.629 -1.558
O16 -3.549 4.930 -0.249
O17 -2.740 2.698 -1.898
H102 -4.530 2.928 -2.848
H103 -4.725 2.623 -1.147
H104 -5.189 5.042 -1.466
H105 -3.575 5.146 -2.270
H106 -4.314 4.725 0.311
H107 -2.626 2.148 -1.097
C39 -2.258 0.736 -5.947
C40 -1.146 1.502 -5.296
O18 -1.595 2.774 -4.810
O19 -3.111 0.148 -4.970
H108 -1.857 -0.024 -6.659
H109 -2.880 1.464 -6.475
H110 -0.348 1.719 -5.979
H111 -0.772 1.041 -4.393
H112 -2.102 2.588 -4.012
H113 -2.579 -0.413 -4.312
C41 5.069 1.462 0.104
C42 4.816 2.935 -0.062
O20 4.762 3.240 -1.508
O21 3.878 0.624 -0.029
H114 5.603 1.367 1.056
H115 5.770 1.133 -0.694
H116 5.568 3.462 0.521
H117 3.837 3.171 0.365
H118 4.388 4.147 -1.636
H119 3.898 0.406 -0.981
C43 -0.735 1.515 0.457
C44 0.065 1.003 -0.744
O22 0.065 -0.444 -0.871
O23 -2.142 1.328 0.347
H120 -0.548 2.577 0.565
H121 -0.441 1.033 1.394
H122 1.071 1.386 -0.614
H123 -0.354 1.427 -1.635
H124 0.648 -0.856 -0.205
H125 -2.297 0.427 0.057
C45 2.809 -2.370 1.521
O24 2.096 -1.414 0.723
H126 3.019 -2.017 2.550
H127 2.221 -3.291 1.550
H128 3.756 -2.618 1.074
H129 2.669 -0.641 0.611

The orbital gap is 9.3 eV. As for the HOMO energy: -8.97 eV.

The following is a DFT calculation (wB97M-V/def2-TZVPD) of C28H43InN4O3SSbSe3 as an isolated structure at a distorted geometry.

Cartesian coordinates (Å):
In1 9.838 13.782 10.812
O1 7.712 14.655 10.450
C1 7.269 15.366 9.440
C2 6.423 16.542 9.638
C3 5.458 16.906 8.723
C4 5.377 16.183 7.500
C5 6.427 15.378 7.095
C6 7.436 14.980 8.036
C7 8.630 14.307 7.615
N1 9.569 13.809 8.490
C8 10.520 13.153 7.690
C9 10.130 13.208 6.372
N2 8.947 13.927 6.342
H1 6.496 17.062 10.619
H2 4.790 17.744 8.886
H3 4.494 16.341 6.862
H4 6.485 14.940 6.079
H5 11.374 12.649 8.120
H6 10.682 12.813 5.523
H7 8.379 14.154 5.531
O2 12.484 8.785 17.423
C10 11.938 10.069 17.578
C11 11.452 10.639 16.233
C12 10.209 9.820 15.693
O3 10.428 8.459 15.402
C13 12.558 10.711 15.174
Se1 11.965 11.806 13.537
C14 10.993 12.035 16.568
Se2 10.371 13.113 15.007
H8 13.021 8.543 18.192
H9 12.672 10.774 18.003
H10 11.081 10.018 18.257
H11 9.875 10.341 14.778
H12 9.401 9.968 16.460
H13 10.694 7.956 16.190
H14 12.866 9.715 14.803
H15 13.436 11.252 15.482
H16 11.819 12.579 17.029
H17 10.170 11.947 17.250
C15 7.405 20.301 15.174
C16 7.547 18.788 15.354
C17 8.781 18.254 15.780
C18 9.020 16.877 15.920
C19 10.382 16.400 16.382
C20 7.920 15.974 15.691
Se3 8.125 14.129 15.983
C21 6.652 16.501 15.285
C22 5.528 15.520 14.990
C23 6.487 17.899 15.111
H18 7.532 20.838 16.103
H19 6.401 20.558 14.762
H20 8.166 20.699 14.508
H21 9.599 18.924 16.012
H22 11.030 17.268 16.468
H23 10.818 15.684 15.638
H24 10.316 15.898 17.358
H25 5.852 14.761 14.304
H26 4.680 16.032 14.565
H27 5.168 15.091 15.924
H28 5.496 18.295 14.856
C24 11.756 7.458 8.009
Sb1 11.298 9.136 9.294
C25 11.114 7.900 11.114
C26 13.281 9.701 9.875
H29 12.817 7.257 8.149
H30 11.595 7.760 6.973
H31 11.075 6.672 8.321
H32 11.747 6.985 11.057
H33 10.045 7.585 11.189
H34 11.386 8.466 12.012
H35 13.739 8.835 10.383
H36 13.154 10.543 10.598
H37 13.871 10.092 9.032
C27 5.657 10.391 13.942
N3 6.729 10.397 12.918
C28 7.109 11.402 12.130
N4 6.289 12.456 11.989
S1 8.603 11.249 11.211
H38 5.819 9.499 14.548
H39 4.670 10.462 13.549
H40 5.761 11.221 14.612
H41 7.190 9.512 12.667
H42 5.320 12.442 12.282
H43 6.561 13.217 11.342

The orbital gap is 5.4 eV. The energy above the lowest of the compared OMol25 structures with the same formula, charge and spin is 30.5 kcal/mol. As for the charge: -1. As for the HOMO energy: -3.14 eV.

The following is a DFT calculation (wB97M-V/def2-TZVPD) of a 2-piece molecular cluster, C34H34F2N overall at a distorted geometry.

Cartesian coordinates (Å):
C1 5.407 4.546 -1.619
C2 4.148 3.809 -1.333
C3 2.906 4.381 -1.614
F1 2.884 5.604 -2.250
C4 1.707 3.784 -1.289
C5 1.690 2.572 -0.529
C6 0.473 1.994 -0.089
C7 -0.816 2.593 -0.308
C8 -1.066 3.991 -0.153
C9 -2.256 4.524 -0.606
F2 -2.424 5.889 -0.580
C10 -3.286 3.759 -1.157
C11 -4.519 4.379 -1.693
C12 -3.074 2.382 -1.230
C13 -1.908 1.816 -0.765
C14 2.961 1.963 -0.289
C15 4.127 2.523 -0.770
H1 6.263 3.863 -1.593
H2 5.377 5.062 -2.587
H3 5.597 5.307 -0.848
H4 0.777 4.264 -1.588
H5 0.510 1.070 0.496
H6 -0.291 4.632 0.259
H7 -5.268 3.602 -1.884
H8 -4.958 5.095 -0.988
H9 -4.342 4.910 -2.639
H10 -3.859 1.748 -1.640
H11 -1.776 0.743 -0.804
H12 3.005 1.029 0.276
H13 5.071 1.982 -0.684
C16 3.858 -2.091 -1.389
C17 2.821 -1.236 -1.776
C18 1.817 -0.916 -0.864
C19 1.900 -1.330 0.488
C20 0.747 -1.230 1.389
C21 -0.440 -1.912 1.148
N1 -1.189 -2.549 2.118
C22 -0.539 -2.891 3.379
C23 -1.508 -3.222 4.505
C24 -2.646 -4.168 4.113
C25 -3.193 -3.992 2.698
C26 -2.174 -3.534 1.660
C27 -0.936 -1.987 -0.258
C28 -0.197 -2.684 -1.220
C29 -0.645 -2.777 -2.537
C30 -1.910 -2.281 -2.872
C31 -2.678 -1.600 -1.917
C32 -2.174 -1.414 -0.632
C33 3.095 -1.987 0.899
C34 4.016 -2.432 -0.044
H14 4.542 -2.484 -2.134
H15 2.748 -0.873 -2.805
H16 0.947 -0.325 -1.178
H17 0.957 -0.849 2.391
H18 0.092 -3.782 3.227
H19 0.131 -2.080 3.672
H20 -0.922 -3.701 5.296
H21 -1.923 -2.307 4.938
H22 -2.295 -5.204 4.205
H23 -3.479 -4.046 4.813
H24 -3.565 -4.952 2.319
H25 -4.061 -3.316 2.693
H26 -2.739 -3.134 0.811
H27 -1.637 -4.424 1.295
H28 0.724 -3.184 -0.914
H29 0.003 -3.226 -3.294
H30 -2.300 -2.432 -3.880
H31 -3.650 -1.178 -2.183
H32 -2.732 -0.825 0.108
H33 3.221 -2.207 1.962
H34 4.853 -3.056 0.267

The orbital gap is 4.1 eV. As for the charge: +1. As for the HOMO energy: -9.66 eV.

The following is a DFT calculation (wB97M-V/def2-TZVPD) of one molecule with the formula C4H9NO2.

Cartesian coordinates (Å):
N1 1.308 0.488 1.373
C1 1.259 -0.804 0.963
O1 1.877 -1.701 1.531
C2 0.385 -1.071 -0.260
C3 -1.053 -0.507 -0.143
C4 -1.288 0.820 -0.873
O2 -0.236 1.783 -0.765
H1 1.859 0.700 2.188
H2 0.816 1.227 0.883
H3 0.890 -0.635 -1.126
H4 0.399 -2.152 -0.412
H5 -1.765 -1.244 -0.539
H6 -1.311 -0.390 0.914
H7 -1.470 0.649 -1.940
H8 -2.146 1.329 -0.437
H9 0.475 1.509 -1.356

The orbital gap is 10.3 eV. The energy above the lowest of the compared OMol25 structures with the same formula, charge and spin is 15.0 kcal/mol. As for the HOMO energy: -9.59 eV. As for the SMILES: NC(=O)CCCO.

The following is a DFT calculation (wB97M-V/def2-TZVPD) of one molecule with the formula C10H9FOS at a distorted geometry.

Cartesian coordinates (Å):
C1 -0.182 -1.698 -0.155
C2 0.905 -2.090 0.579
C3 -0.571 -0.401 -0.376
C4 1.386 0.233 0.999
C5 1.726 -1.107 1.085
C6 0.243 0.586 0.217
C7 -3.108 0.040 -1.151
C8 -1.573 -0.059 -1.423
C9 -2.671 -0.985 -1.830
C10 2.455 1.296 1.371
O1 -0.325 2.885 -1.158
F1 2.750 -1.483 1.818
S1 -0.160 2.367 0.218
H1 -0.679 -2.592 -0.641
H2 1.079 -3.149 0.959
H3 -1.491 2.326 0.530
H4 -3.949 0.443 -0.706
H5 -1.137 0.670 -2.196
H6 -2.604 -1.949 -2.322
H7 2.749 1.276 2.400
H8 3.181 1.071 0.668
H9 1.977 2.320 1.114

The orbital gap is 9.1 eV. As for the HOMO energy: -8.96 eV.

The following is a DFT calculation (wB97M-V/def2-TZVPD) of one molecule with the formula C7H15N2P at a distorted geometry.

Cartesian coordinates (Å):
N1 0.973 -1.085 1.422
N2 1.850 -0.033 -1.252
P1 0.753 0.045 0.010
C1 -1.406 3.351 0.837
C2 0.869 -0.603 2.807
C3 -0.306 -1.284 2.081
C4 2.344 -1.235 -1.848
C5 3.260 -0.257 -0.995
C6 -0.507 1.266 -0.033
C7 -0.364 2.318 1.100
H1 -1.242 3.773 -0.186
H2 -1.335 4.162 1.466
H3 -2.370 2.897 0.956
H4 0.799 0.495 3.141
H5 1.277 -1.242 3.601
H6 -1.123 -0.736 1.613
H7 -0.594 -2.246 2.453
H8 2.514 -1.118 -2.919
H9 1.936 -2.176 -1.534
H10 4.008 0.384 -1.548
H11 3.754 -0.618 -0.015
H12 -0.289 1.759 -1.063
H13 -1.574 0.771 0.023
H14 0.623 2.690 1.016
H15 -0.623 1.954 2.099

The orbital gap is 7.3 eV. The energy above the lowest of the compared OMol25 structures with the same formula, charge and spin is 80.8 kcal/mol. As for the HOMO energy: -6.37 eV. As for the SMILES: CCCP(N1CC1)N1CC1.